{
  "formula": "C25H45BClFN3O11P3",
  "method": "ωB97M-V/def2-TZVPD",
  "symbols": ["C", "C", "B", "O", "C", "N", "C", "C", "O", "C", "F", "C", "C", "P", "O", "Cl", "C", "N", "C", "N", "C", "C", "C", "H", "H", "H", "H", "H", "H", "H", "H", "H", "H", "H", "H", "H", "H", "H", "C", "C", "O", "P", "O", "O", "C", "C", "O", "C", "C", "H", "H", "H", "H", "H", "H", "H", "H", "H", "H", "H", "H", "H", "H", "H", "C", "C", "O", "P", "O", "O", "C", "C", "O", "C", "C", "H", "H", "H", "H", "H", "H", "H", "H", "H", "H", "H", "H", "H", "H", "H"],
  "coordinates": [[-9.267, 2.319, -1.395], [-8.739, 2.205, -2.856], [-7.301, 2.849, -3.014], [-6.983, 3.495, -4.200], [-6.226, 2.740, -1.837], [-5.710, 3.860, -1.385], [-4.788, 3.644, -0.401], [-4.119, 4.775, 0.156], [-4.428, 6.039, -0.287], [-3.165, 4.615, 1.124], [-2.537, 5.695, 1.612], [-2.802, 3.346, 1.604], [-3.443, 2.248, 1.087], [-3.040, 0.557, 1.646], [-2.009, 0.858, 2.892], [-4.812, -0.089, 2.569], [-4.434, 2.381, 0.083], [-5.020, 1.243, -0.390], [-5.894, 1.429, -1.336], [-6.508, 0.277, -1.884], [-5.677, -0.424, -2.573], [-4.771, 0.104, -3.659], [-5.601, -1.905, -2.302], [-10.350, 2.441, -1.417], [-8.849, 3.230, -0.959], [-8.990, 1.451, -0.800], [-9.431, 2.618, -3.593], [-8.626, 1.138, -3.096], [-7.102, 2.843, -4.901], [-3.981, 6.147, -1.134], [-2.035, 3.189, 2.352], [-1.694, -0.013, 3.164], [-4.513, 1.157, -3.543], [-5.296, -0.053, -4.605], [-3.847, -0.479, -3.670], [-4.872, -2.099, -1.515], [-5.230, -2.401, -3.206], [-6.594, -2.280, -2.056], [6.271, -0.532, 3.387], [4.997, -0.492, 2.562], [3.978, 0.292, 3.183], [4.148, 1.909, 3.245], [4.001, 2.373, 1.842], [2.680, 2.324, 3.845], [1.837, 3.269, 3.185], [0.791, 2.555, 2.355], [4.823, 1.921, 4.722], [4.484, 2.900, 5.726], [3.514, 2.312, 6.724], [6.741, 0.453, 3.431], [6.987, -1.230, 2.951], [6.056, -0.835, 4.411], [5.194, -0.109, 1.559], [4.599, -1.502, 2.457], [2.418, 3.964, 2.581], [1.347, 3.859, 3.964], [1.245, 1.832, 1.676], [0.211, 3.267, 1.765], [0.112, 1.998, 2.998], [4.099, 3.812, 5.273], [5.411, 3.161, 6.240], [2.593, 1.981, 6.251], [3.264, 3.046, 7.491], [3.952, 1.435, 7.204], [4.895, -1.194, -0.925], [4.308, -1.476, -2.295], [4.491, -2.838, -2.690], [3.645, -4.005, -1.937], [2.237, -3.814, -2.368], [4.060, -5.297, -2.861], [3.076, -6.131, -3.472], [2.871, -5.742, -4.920], [4.806, -4.337, -0.849], [5.140, -5.683, -0.452], [6.384, -6.147, -1.173], [4.347, -1.728, -0.146], [4.850, -0.127, -0.701], [5.933, -1.524, -0.876], [3.244, -1.223, -2.322], [4.810, -0.864, -3.045], [2.139, -6.107, -2.917], [3.451, -7.157, -3.417], [2.656, -4.678, -5.018], [2.049, -6.306, -5.363], [3.778, -5.936, -5.496], [4.301, -6.360, -0.610], [5.337, -5.657, 0.621], [6.258, -6.135, -2.253], [6.646, -7.161, -0.867], [7.220, -5.483, -0.948]],
  "atomic_forces_ev_per_a": [[-0.01, 0.47, -0.85], [0.49, -0.40, 0.43], [-0.66, -0.12, -0.13], [0.89, -0.66, 0.45], [-1.00, 0.62, -0.70], [0.49, -1.31, 0.27], [0.57, 1.15, 0.60], [-0.14, 0.30, -0.23], [0.28, -0.27, 0.13], [0.14, -0.24, 0.09], [0.03, -0.01, 0.01], [-0.30, -0.25, -0.21], [-0.05, -0.12, 0.85], [0.08, -0.87, -1.04], [-0.71, 0.26, -0.03], [0.21, 0.44, 0.18], [-0.05, -0.41, 0.15], [0.08, 0.19, -0.35], [-0.68, 0.82, -0.82], [1.62, -0.20, 1.07], [-0.44, -0.52, 0.31], [0.58, -0.04, 0.85], [-0.53, 0.06, -1.75], [0.02, -0.18, 0.22], [-0.13, -0.16, 0.33], [0.01, 0.09, 0.06], [0.01, 0.09, 0.11], [-0.13, 0.06, -0.07], [-0.47, 0.48, -0.37], [-0.25, 0.21, -0.12], [-0.07, 0.36, 0.06], [0.26, 0.11, 0.14], [-0.17, 0.01, -0.07], [0.05, -0.01, 0.02], [-0.02, 0.07, -0.20], [-0.17, 0.27, 0.19], [-0.11, -0.26, 0.19], [0.15, -0.11, 0.30], [0.01, 0.14, 0.03], [0.27, -0.17, -0.08], [0.76, 0.53, 0.13], [-5.83, -2.47, 1.08], [3.06, 0.97, 0.47], [0.62, 0.23, 0.23], [-0.31, 0.01, -0.22], [0.00, -0.15, 0.00], [1.25, 0.82, -1.61], [0.16, 0.39, 0.32], [-0.14, -0.37, -0.02], [0.03, -0.04, -0.03], [-0.03, 0.00, -0.03], [-0.02, -0.06, -0.02], [-0.01, 0.03, 0.03], [-0.18, 0.08, 0.04], [0.10, -0.14, -0.07], [0.07, -0.10, 0.11], [0.14, 0.14, -0.06], [0.03, 0.02, 0.02], [-0.03, 0.08, 0.03], [-0.09, -0.08, -0.09], [0.09, -0.06, -0.18], [0.00, 0.14, -0.13], [0.11, 0.03, 0.00], [0.08, 0.09, 0.07], [-0.04, -0.12, 0.02], [-0.05, 0.33, 0.07], [-0.29, -0.11, 0.93], [2.80, -1.40, -5.58], [-0.42, 0.52, 3.17], [0.02, 0.03, 0.68], [-0.11, -0.08, -0.33], [0.10, 0.10, -0.14], [-1.90, 0.68, 0.85], [0.03, -0.35, 0.38], [0.20, 0.22, -0.26], [-0.02, 0.06, 0.00], [-0.05, 0.00, -0.05], [0.02, 0.04, -0.04], [0.01, -0.05, -0.02], [0.02, -0.15, -0.09], [0.00, 0.19, 0.00], [0.13, 0.06, 0.07], [-0.13, -0.01, 0.14], [0.02, -0.03, 0.01], [-0.01, -0.06, 0.01], [-0.02, 0.05, -0.13], [-0.12, 0.16, 0.00], [-0.18, -0.04, 0.01], [-0.02, 0.03, 0.11], [0.00, -0.06, 0.13]],
  "spin_multiplicity": 1,
  "max_force_ev_per_a": 6.42,
  "lumo_energy_ha": -0.0143,
  "energy_ha": -3580.6388,
  "smiles": "CCB(O)c1nc2c(O)c(F)cc(P(O)Cl)c2nc1N=C(C)C.CCOP(=O)(OCC)OCC.CCOP(=O)(OCC)OCC",
  "orbital_gap_ev": 8.08
}